Record 1
This record from the OMol25 dataset describes C6H7AgFO5 as an isolated structure at a distorted geometry. The level of theory is the ωB97M-V functional and the def2-TZVPD basis.

```
20
Properties=species:S:1:pos:R:3:forces:R:3
Ag -1.4737 -1.2514 3.6630 0.42 0.09 -0.23
F -2.0594 -2.2288 -2.3290 1.35 0.42 0.04
O 3.2135 -1.8777 -1.9787 -1.08 0.60 0.65
O -2.2268 -2.2163 -0.1663 1.93 0.06 -0.76
O 2.8860 -1.2967 0.1207 0.33 0.25 1.88
O -3.1281 -0.3132 0.2707 0.25 0.54 0.13
O 0.8724 -0.3865 2.9798 -0.89 -0.02 0.32
C -2.1346 -1.5652 -1.2703 -4.04 -2.11 -0.25
C -2.8821 -0.2972 -1.1435 1.14 1.15 -0.26
C 2.0863 -1.5888 1.2740 -0.02 -0.23 -0.67
C 1.8614 -0.3182 2.0735 0.36 0.05 -0.09
C 2.4661 -1.5999 -1.0899 -0.93 -1.20 -2.05
C -2.6563 -1.3286 0.8685 -0.34 0.20 1.05
H 1.1553 -2.0697 0.9421 -0.19 0.33 0.13
H -3.8264 -0.2659 -1.7094 0.25 -0.29 -0.08
H 1.2763 -1.6210 -1.2246 1.80 0.09 0.40
H -2.2563 0.5717 -1.4086 -0.40 0.09 0.16
H 2.5808 -2.3362 1.9068 0.21 0.17 -0.34
H 2.7915 -0.0013 2.6018 -0.15 -0.02 -0.07
H 1.6833 0.5889 1.4458 0.01 -0.18 0.04
```
Forces are in eV/Å.

**2S+1**: 2
**HOMO-LUMO gap (alpha / beta)**: 5.2 / 5.2 eV
**Charge**: +2
**LUMO (alpha / beta)**: -11.09 / -11.09 eV
**<S²>**: 0.7550

Record 2
This record from the OMol25 dataset describes C6H7AgLiO6 as an isolated structure at a distorted geometry. The level of theory is the ωB97M-V functional and the def2-TZVPD basis.

```
21
Properties=species:S:1:pos:R:3:forces:R:3
Ag -2.2996 3.7466 3.8564 0.34 -1.11 -0.76
O 1.9256 -1.6879 -0.5095 2.13 0.89 -3.20
O -2.4766 1.7488 1.7827 -0.09 -0.30 0.07
O 0.1541 -1.1431 -1.8272 0.03 -0.03 -0.07
O -0.7467 1.4138 3.1373 0.23 -0.40 0.24
O -1.2987 -0.1367 1.5285 0.88 -1.04 0.71
O 0.8471 0.4305 -0.3375 0.06 -0.04 -0.38
C 0.8311 1.0566 -1.6148 0.13 0.31 -0.16
C -1.5254 1.1151 2.2324 -0.55 2.28 0.85
C 0.1824 -1.7052 0.6027 -2.15 0.11 6.24
C 0.8363 -0.9550 -0.5658 2.11 -2.30 1.68
C -0.1499 -0.7263 1.6354 -3.11 3.06 -3.07
C -0.0862 0.1388 -2.4131 -0.40 0.35 -0.16
Li 1.7456 -2.3373 -2.2810 0.05 0.24 0.74
H 0.4403 2.0723 -1.5008 0.12 -0.24 -0.05
H -0.6468 -2.3226 0.2475 0.08 0.12 0.50
H -1.1447 0.4049 -2.2840 0.27 -0.07 -0.06
H 0.1617 0.0988 -3.4799 -0.10 0.04 0.24
H 0.6200 -0.2036 2.2146 -0.31 -0.36 0.35
H 1.8464 1.0900 -2.0374 -0.22 0.02 0.12
H 0.7839 -2.0986 1.6136 0.48 -1.51 -3.83
```
Forces are in eV/Å.

**Energy above the lowest of the compared OMol25 structures with the same formula, charge and spin**: 64.5 kJ/mol
**HOMO-LUMO gap**: 6.2 eV
**Charge**: +1
**LUMO**: -5.27 eV

Record 3
This record from the OMol25 dataset describes one molecule with the formula C6H7B at a distorted geometry. The level of theory is the ωB97M-V functional and the def2-TZVPD basis.

```
14
Properties=species:S:1:pos:R:3:forces:R:3
C 1.1429 -0.3120 -0.4914 0.31 1.23 -0.75
C -0.7906 -0.9053 1.3136 0.82 -2.09 -1.90
C -3.0977 -0.2293 0.2842 -1.04 0.94 -0.98
C -2.0629 -0.5957 0.7292 0.36 -0.73 0.05
C 2.5310 1.6657 -1.6150 1.55 1.23 -0.45
C 1.8428 0.7663 -1.2659 -1.01 -1.65 2.03
B 0.0269 0.1410 0.5384 1.31 0.65 -0.70
H -0.2114 1.2865 0.5803 -0.19 0.44 0.33
H -3.8318 0.3254 -0.2378 -0.51 -0.19 0.01
H 0.6072 -0.8541 -1.2422 -0.64 -0.97 -0.48
H 1.8864 -1.0054 -0.0836 -0.13 0.05 0.05
H 3.3276 2.3630 -1.7887 -0.53 -0.03 -0.30
H -0.9660 -0.7018 2.3304 0.59 -0.36 1.65
H -0.4046 -1.9444 0.9485 -0.89 1.47 1.45
```
Forces are in eV/Å.

**SMILES**: C#CCBCC#C
**Energy above the lowest of the compared OMol25 structures with the same formula, charge and spin**: 141.6 kJ/mol
**HOMO-LUMO gap**: 10.3 eV
**LUMO**: 0.56 eV

Record 4
This record from the OMol25 dataset describes one molecule with the formula C6H7BS at a distorted geometry. The level of theory is the ωB97M-V functional and the def2-TZVPD basis.

```
15
Properties=species:S:1:pos:R:3:forces:R:3
S 0.0314 -0.6806 -2.5592 0.17 1.79 2.33
C 0.0327 1.9504 1.0057 -0.93 -0.65 0.05
C 0.1836 1.5023 -0.2870 0.15 -0.39 -0.38
C -0.6440 1.1179 1.8946 0.26 -0.81 -0.31
C -0.1431 0.1785 -0.5434 0.83 -1.83 -3.76
C -0.5880 -0.7371 0.3700 -0.88 0.19 0.39
C -0.9816 -0.1958 1.5839 1.12 0.13 -0.90
B 1.1780 -2.0066 -2.3942 -0.28 -0.02 1.08
H 0.5683 2.2700 -0.9456 0.03 -0.71 -0.73
H 0.3714 2.9621 1.1527 -0.19 0.10 0.78
H 1.3482 -2.4982 -1.3164 0.19 0.23 -0.04
H -1.4460 -0.9414 2.1884 -0.35 0.33 1.18
H -0.7868 -1.8128 0.2896 0.34 0.61 -0.90
H -0.8581 1.3570 2.8779 -0.33 1.15 1.77
H 1.7340 -2.4658 -3.3171 -0.12 -0.09 -0.55
```
Forces are in eV/Å.

**SMILES**: BSc1ccccc1
**Energy above the lowest of the compared OMol25 structures with the same formula, charge and spin**: 0.0 kJ/mol
**HOMO-LUMO gap**: 9.8 eV
**LUMO**: 0.36 eV

Table of E_tot (eV), in record order: -23263.7053, -22814.6965, -7006.9546, -17845.4047